# 1
DFT (the ωB97M-V functional and the def2-TZVPD basis) results for a structure of composition C53H57BF3IKN8O2P at a distorted geometry.

- expectation value of S² = 0.767
- frontier orbital gap (spin up / spin down) (Eh) = 0.2832 / 0.2567
- multiplicity = 2
- molecular weight (g/mol) = 1102.87
- net charge = -1
- HOMO (spin up / spin down) (Ha) = -0.208 / -0.214
- lowest unoccupied orbital energy (spin up / spin down) (eV) = 2.044 / 1.159
- energy (Eh) = -4206.0056

```
127
C53H57BF3IKN8O2P the ωB97M-V functional and the def2-TZVPD basis
K -0.947 0.514 0.436
C -2.596 3.673 3.686
C -2.593 3.073 2.419
N -1.908 1.942 2.430
N -1.465 1.776 3.695
C -1.859 2.812 4.471
B -0.657 0.498 4.032
N -1.419 -0.708 3.429
C -2.522 -1.245 3.997
C -3.005 -2.220 3.156
C -2.124 -2.193 2.065
N -1.175 -1.286 2.243
N 0.769 0.632 3.448
C 1.927 0.663 4.142
C 2.954 0.883 3.249
C 2.307 0.975 2.007
N 0.998 0.827 2.140
N -0.518 0.200 5.541
C -0.116 -1.013 5.995
C -0.067 -0.959 7.367
C -0.462 0.356 7.670
N -0.724 1.042 6.570
H -3.065 4.594 3.987
H -3.083 3.403 1.515
H -1.597 2.852 5.510
H -2.898 -0.893 4.944
H -3.863 -2.854 3.303
H -2.163 -2.786 1.163
H 1.955 0.529 5.210
H 4.006 0.964 3.468
H 2.733 1.140 1.027
H 0.103 -1.817 5.310
H 0.213 -1.745 8.047
H -0.574 0.818 8.637
C 2.398 2.630 -1.642
C 1.411 3.518 -1.332
C 0.248 3.195 -2.233
C 0.639 2.103 -2.999
C 1.957 1.747 -2.690
C 2.833 0.761 -3.404
C 3.560 -0.122 -2.382
C 3.862 1.556 -4.228
C 2.023 -0.136 -4.342
C -1.036 3.928 -2.606
C -2.045 2.945 -3.234
C -1.791 4.624 -1.467
C -0.662 4.966 -3.687
C 1.564 4.557 -0.237
C 0.555 4.286 0.894
C 1.419 5.985 -0.787
C 2.960 4.484 0.399
H 3.375 2.579 -1.188
H 0.036 1.615 -3.746
H 4.186 0.466 -1.710
H 4.201 -0.843 -2.895
H 2.832 -0.676 -1.788
H 4.474 2.186 -3.581
H 3.354 2.197 -4.951
H 4.518 0.869 -4.768
H 1.264 -0.684 -3.784
H 2.684 -0.856 -4.829
H 1.528 0.453 -5.117
H -2.156 2.053 -2.617
H -1.746 2.641 -4.237
H -3.020 3.427 -3.317
H -2.111 3.886 -0.729
H -2.688 5.093 -1.876
H -1.215 5.401 -0.973
H -0.172 4.469 -4.526
H 0.022 5.725 -3.303
H -1.564 5.463 -4.052
H -0.471 4.283 0.540
H 0.650 5.047 1.673
H 0.753 3.309 1.340
H 0.477 6.140 -1.305
H 2.228 6.197 -1.490
H 1.477 6.704 0.034
H 3.129 3.515 0.869
H 3.039 5.249 1.174
H 3.744 4.668 -0.339
I -0.517 -2.140 -1.778
C 0.016 -4.137 -2.251
C -0.936 -4.667 -3.086
C -0.874 -5.978 -3.567
C 0.162 -6.769 -3.192
C 1.163 -6.284 -2.322
C 2.187 -7.189 -1.976
C 3.167 -6.835 -1.106
C 3.170 -5.539 -0.589
C 2.239 -4.578 -0.929
P 2.646 -2.932 -0.139
C 4.403 -2.735 -0.669
C 4.963 -3.326 -1.800
C 6.256 -3.011 -2.195
C 7.013 -2.103 -1.472
C 6.452 -1.478 -0.366
C 5.153 -1.774 0.014
C 2.822 -3.603 1.573
C 3.990 -3.640 2.330
C 3.970 -4.128 3.631
C 2.786 -4.576 4.195
C 1.620 -4.558 3.441
C 1.643 -4.078 2.144
C 1.142 -4.933 -1.805
H -1.775 -4.042 -3.362
H -1.648 -6.348 -4.227
H 0.242 -7.789 -3.546
H 2.162 -8.180 -2.412
H 3.947 -7.531 -0.824
H 3.958 -5.270 0.101
H 4.388 -4.039 -2.376
H 6.677 -3.490 -3.071
H 8.022 -1.861 -1.780
H 7.024 -0.752 0.199
H 4.706 -1.255 0.852
H 4.928 -3.307 1.910
H 4.888 -4.148 4.205
H 2.778 -4.957 5.209
H 0.689 -4.902 3.873
H 0.735 -4.078 1.555
F -5.625 -0.468 -0.458
C -4.442 0.159 -0.340
F -4.660 1.463 -0.636
F -4.102 0.113 0.966
C -3.336 -0.471 -1.266
O -3.667 -1.496 -1.847
O -2.265 0.191 -1.289
```

Löwdin population analysis, charges in e, atoms 1 to 2: K 0.637; C -0.074


# 2
DFT (the ωB97M-V functional and the def2-TZVPD basis) results for a cluster of 5 separate species, C26H65BrNO16P4 in total at a distorted geometry.

- frontier orbital gap (Eh) = 0.1271
- multiplicity = 1
- molecular weight (g/mol) = 851.60
- net charge = -1
- HOMO (Ha) = -0.066
- lowest unoccupied orbital energy (eV) = 1.661
- energy (Eh) = -6227.9357

```
113
C26H65BrNO16P4 the ωB97M-V functional and the def2-TZVPD basis
C -4.380 2.896 2.442
C -3.185 3.176 3.355
N -3.292 4.291 4.274
Br -5.063 4.402 5.022
H -4.098 2.253 1.600
H -5.179 2.378 2.970
H -4.748 3.849 2.060
H -2.347 3.440 2.699
H -2.906 2.241 3.907
O -1.145 1.160 1.241
P -0.231 0.071 1.575
O 1.289 0.616 1.549
C 1.665 1.600 2.526
C 1.726 1.043 3.936
O -0.201 -0.869 0.250
C -1.017 -0.608 -0.885
C -0.292 0.259 -1.894
O -0.135 -1.108 2.612
C 0.351 -2.427 2.336
C 1.784 -2.490 1.861
H 0.970 2.443 2.477
H 2.647 1.963 2.224
H 0.738 0.749 4.295
H 2.121 1.795 4.620
H 2.362 0.157 3.975
H -1.968 -0.163 -0.593
H -1.249 -1.575 -1.338
H 0.143 1.143 -1.427
H -0.967 0.579 -2.690
H 0.534 -0.300 -2.344
H -0.321 -2.929 1.642
H 0.269 -2.958 3.285
H 1.918 -2.002 0.898
H 2.078 -3.536 1.753
H 2.452 -2.005 2.573
O 2.869 -5.693 -1.986
P 3.458 -5.332 -3.278
O 4.218 -3.918 -3.147
C 5.366 -3.813 -2.296
C 6.574 -4.557 -2.837
O 2.205 -4.896 -4.201
C 0.855 -4.975 -3.739
C 0.420 -3.673 -3.103
O 4.276 -6.039 -4.423
C 4.112 -5.808 -5.833
C 4.369 -4.386 -6.272
H 5.110 -4.169 -1.296
H 5.589 -2.750 -2.221
H 6.407 -5.635 -2.845
H 7.448 -4.355 -2.217
H 6.788 -4.255 -3.862
H 0.729 -5.812 -3.054
H 0.238 -5.187 -4.614
H 1.147 -3.329 -2.367
H -0.548 -3.781 -2.612
H 0.340 -2.887 -3.857
H 3.130 -6.154 -6.150
H 4.840 -6.465 -6.309
H 3.649 -3.689 -5.849
H 4.294 -4.331 -7.359
H 5.364 -4.057 -5.969
O -1.736 2.368 -4.984
P -1.162 2.513 -6.335
O -0.324 3.918 -6.154
C 0.812 3.945 -5.288
C 1.994 3.157 -5.826
O -2.404 2.987 -7.248
C -3.754 2.925 -6.778
C -4.167 4.224 -6.120
O -0.261 1.986 -7.534
C -0.387 2.392 -8.908
C -0.182 3.867 -9.157
H 0.523 3.575 -4.300
H 1.085 4.994 -5.181
H 1.777 2.088 -5.864
H 2.865 3.302 -5.185
H 2.242 3.473 -6.840
H -3.891 2.081 -6.105
H -4.378 2.737 -7.653
H -3.434 4.544 -5.380
H -5.135 4.117 -5.630
H -4.241 5.019 -6.864
H -1.340 2.048 -9.307
H 0.387 1.831 -9.433
H -0.948 4.475 -8.682
H -0.223 4.051 -10.233
H 0.783 4.198 -8.776
O -1.147 -0.544 6.493
P -1.902 0.142 7.547
O -1.074 1.400 8.084
C -0.855 2.509 7.174
C -2.111 3.291 6.862
O -1.764 -0.860 8.834
C -1.096 -2.107 8.744
C 0.371 -1.976 9.105
O -3.387 0.559 7.827
C -4.071 0.477 9.081
C -3.451 1.296 10.189
H -0.404 2.125 6.255
H -0.120 3.152 7.659
H -2.829 2.690 6.304
H -1.886 4.163 6.255
H -2.604 3.612 7.783
H -1.218 -2.544 7.753
H -1.591 -2.779 9.450
H 0.838 -1.158 8.557
H 0.909 -2.901 8.886
H 0.482 -1.757 10.169
H -4.189 -0.566 9.371
H -5.072 0.857 8.877
H -2.458 0.940 10.455
H -4.083 1.231 11.076
H -3.359 2.341 9.892
```

Löwdin population analysis, charges in e, atoms 1 to 2: C -0.210; C -0.575


# 3
DFT (the ωB97M-V functional and the def2-TZVPD basis) results for a structure of composition FH2O2P at a distorted geometry.

- expectation value of S² = 2.009
- frontier orbital gap (spin up / spin down) (Eh) = 0.3241 / 0.2816
- multiplicity = 3
- molecular weight (g/mol) = 83.99
- HOMO (spin up / spin down) (Ha) = -0.296 / -0.475
- lowest unoccupied orbital energy (spin up / spin down) (eV) = 0.779 / -5.271
- energy (Eh) = -592.7882

```
6
FH2O2P the ωB97M-V functional and the def2-TZVPD basis
O -0.712 0.641 -0.763
O 1.373 -0.327 -0.179
F -1.103 -0.401 1.326
P 0.694 0.499 -1.302
H -1.022 0.127 0.336
H 0.771 -0.539 0.581
```

Löwdin population analysis, charges in e, atoms 1 to 2: O -0.367; O -0.295


# 4
DFT (the ωB97M-V functional and the def2-TZVPD basis) results for a structure of composition C2H5IN2O2S at a distorted geometry.

- frontier orbital gap (Eh) = 0.3404
- multiplicity = 1
- molecular weight (g/mol) = 248.05
- HOMO (Ha) = -0.352
- lowest unoccupied orbital energy (eV) = -0.304
- energy (Eh) = -1034.9997

```
13
C2H5IN2O2S the ωB97M-V functional and the def2-TZVPD basis
C -0.953 -0.670 0.431
C -0.518 -0.719 -1.002
N -0.458 0.568 1.008
N 1.181 0.027 -0.915
O 0.034 2.218 -0.834
O 1.745 1.785 0.875
S 0.693 1.313 0.040
I 2.450 -1.160 0.065
H -2.052 -0.671 0.454
H -0.581 -1.543 0.980
H -0.355 -1.691 -1.447
H -0.982 0.018 -1.637
H -0.204 0.524 1.983
```

Löwdin population analysis, charges in e, atoms 1 to 2: C -0.297; C -0.078


# 5
DFT (the ωB97M-V functional and the def2-TZVPD basis) results for a structure of composition C47H43Cl2F6GeHgN5O4PS3 at a distorted geometry.

- expectation value of S² = 0.755
- frontier orbital gap (spin up / spin down) (Eh) = 0.2029 / 0.2217
- multiplicity = 2
- molecular weight (g/mol) = 1327.16
- net charge = -2
- HOMO (spin up / spin down) (Ha) = -0.065 / -0.084
- lowest unoccupied orbital energy (spin up / spin down) (eV) = 3.759 / 3.758
- energy (Eh) = -7677.5358

```
113
C47H43Cl2F6GeHgN5O4PS3 the ωB97M-V functional and the def2-TZVPD basis
Hg -0.300 -1.802 0.400
Cl -1.645 -2.961 2.902
C -0.946 -4.534 2.975
C -1.467 -5.452 3.870
C -0.917 -6.716 3.981
C 0.171 -7.058 3.195
C 0.677 -6.138 2.303
Cl 2.040 -6.575 1.356
C 0.134 -4.853 2.137
S 0.896 -3.810 0.976
H -2.310 -5.163 4.476
H -1.334 -7.433 4.671
H 0.624 -8.035 3.258
O -2.141 -0.711 0.963
N -3.437 -0.992 0.591
C -4.001 -0.227 -0.455
C -4.942 -0.817 -1.192
N -5.851 -0.706 -2.222
C -3.643 1.155 -0.635
N -4.244 2.045 -1.364
O 1.155 -0.536 1.937
S 2.617 -0.793 1.940
C 3.194 0.132 3.457
C 4.425 0.895 3.025
C 4.033 1.568 1.713
C 3.384 0.498 0.855
H 3.384 -0.585 4.251
H 2.381 0.790 3.749
H 5.250 0.196 2.863
H 4.736 1.630 3.770
H 4.897 2.012 1.212
H 3.318 2.364 1.914
H 4.111 -0.035 0.248
H 2.585 0.878 0.224
C -2.373 0.440 4.065
Ge -1.268 0.943 2.412
C -2.495 2.224 1.403
C -2.563 2.041 -0.072
C -3.326 3.115 -0.905
C -4.026 4.155 -0.100
C -4.031 4.125 1.233
C -3.250 3.162 1.986
C 0.110 2.210 3.289
C 0.425 1.985 4.614
C 1.389 2.734 5.293
C 2.078 3.727 4.644
C 1.857 3.952 3.271
C 2.599 4.915 2.555
C 2.430 5.072 1.204
C 1.516 4.265 0.516
C 0.767 3.338 1.191
C 0.894 3.157 2.580
H -2.607 1.333 4.640
H -1.836 -0.262 4.697
H -3.290 -0.043 3.753
H -1.594 1.759 -0.496
H -2.770 3.561 -1.739
H -4.547 4.925 -0.654
H -4.575 4.878 1.795
H -3.224 3.291 3.060
H -0.108 1.219 5.158
H 1.574 2.541 6.344
H 2.803 4.337 5.169
H 3.327 5.512 3.092
H 3.021 5.800 0.663
H 1.415 4.371 -0.555
H 0.080 2.696 0.661
O 2.713 -2.010 -0.179
C 2.206 -1.420 -1.126
N 2.908 -1.114 -2.257
C 2.091 -0.401 -3.203
C 0.786 -0.233 -2.347
O -0.155 0.442 -2.689
N 0.960 -0.889 -1.184
C 1.776 -1.182 -4.454
C 1.930 -2.563 -4.497
C 1.672 -3.258 -5.665
C 1.245 -2.586 -6.796
C 1.050 -1.216 -6.744
C 1.313 -0.517 -5.582
C 2.785 0.910 -3.530
C 3.981 0.856 -4.242
C 4.696 2.010 -4.505
C 4.220 3.235 -4.069
C 3.028 3.296 -3.371
C 2.317 2.140 -3.095
H 3.746 -1.611 -2.507
H 2.236 -3.100 -3.612
H 1.787 -4.332 -5.685
H 1.050 -3.127 -7.712
H 0.680 -0.688 -7.612
H 1.151 0.551 -5.538
H 4.351 -0.098 -4.591
H 5.629 1.952 -5.050
H 4.776 4.138 -4.280
H 2.650 4.250 -3.034
H 1.387 2.195 -2.552
F -1.597 -2.870 -1.769
P -2.294 -3.905 -2.833
F -1.177 -3.522 -3.946
F -3.000 -4.926 -3.897
F -3.249 -2.704 -3.376
F -1.355 -5.103 -2.284
F -3.423 -4.284 -1.724
C -5.777 -1.969 -1.469
S -4.521 -1.460 1.781
C -5.460 0.070 2.194
H -6.640 -2.169 -0.840
H -5.329 -2.846 -1.910
H -5.460 -0.698 -3.159
H -6.223 0.239 1.439
H -4.780 0.916 2.234
H -5.919 -0.110 3.161
```

Löwdin population analysis, charges in e, atoms 1 to 2: Hg 0.956; Cl 0.719


# 6
DFT (the ωB97M-V functional and the def2-TZVPD basis) results for a structure of composition C14H38HgNO9S5 at a distorted geometry.

- frontier orbital gap (Eh) = 0.3326
- multiplicity = 1
- molecular weight (g/mol) = 725.38
- net charge = +1
- HOMO (Ha) = -0.403
- lowest unoccupied orbital energy (eV) = -1.909
- energy (Eh) = -3432.1787

```
68
C14H38HgNO9S5 the ωB97M-V functional and the def2-TZVPD basis
Hg 0.647 -0.607 0.085
O 2.292 -2.757 -3.129
C 1.766 -1.906 -2.201
O 2.017 -0.671 -2.349
O 1.018 -2.360 -1.285
H 2.711 -2.089 -3.695
C 0.586 4.227 -1.425
S 1.782 2.877 -1.239
O 1.097 1.689 -0.665
C 2.003 2.491 -2.966
H -0.410 3.788 -1.392
H 0.847 4.764 -2.332
H 0.697 4.906 -0.581
H 2.912 1.906 -3.096
H 2.254 3.423 -3.491
H 1.133 2.032 -3.426
C -2.063 -4.253 -0.198
S -2.476 -2.794 0.771
O -1.226 -1.986 0.718
C -3.603 -1.999 -0.362
H -2.044 -5.091 0.500
H -1.058 -4.126 -0.608
H -2.724 -4.476 -1.035
H -3.851 -1.012 0.032
H -4.482 -2.580 -0.626
H -3.024 -1.761 -1.262
C 0.031 -1.453 3.947
S 1.367 -2.372 3.199
O 1.478 -2.019 1.758
C 0.589 -3.996 3.252
H -0.328 -1.904 4.874
H -0.847 -1.473 3.290
H 0.375 -0.433 4.086
H 0.764 -4.453 4.223
H 0.971 -4.558 2.405
H -0.494 -3.901 3.125
C -1.302 2.210 3.505
S -0.901 2.156 1.742
O -0.512 0.719 1.566
C -2.593 2.274 1.116
H -1.903 3.071 3.779
H -0.366 2.159 4.059
H -1.796 1.249 3.656
H -2.769 3.237 0.643
H -3.307 2.138 1.927
H -2.693 1.440 0.421
C 4.692 0.365 2.707
S 3.867 1.079 1.279
O 2.991 0.015 0.738
C 2.893 2.246 2.239
H 3.985 -0.040 3.430
H 5.282 1.163 3.162
H 5.343 -0.441 2.376
H 2.066 2.624 1.639
H 3.547 3.065 2.544
H 2.458 1.848 3.161
C -1.682 0.755 -2.299
O -1.218 0.195 -1.322
N -1.622 0.271 -3.544
C -1.129 -1.062 -3.816
C -2.126 1.026 -4.683
H -2.157 1.748 -2.230
H -1.907 -1.680 -4.277
H -0.774 -1.528 -2.901
H -0.327 -1.010 -4.557
H -1.347 1.080 -5.446
H -2.985 0.522 -5.133
H -2.416 2.031 -4.385
```

Löwdin population analysis, charges in e, atoms 1 to 2: Hg 1.196; O 0.099


> Number 5 is which compound?

C47H43Cl2F6GeHgN5O4PS3